w | Entry from the Open Molecules 2025 dataset: 22 unconnected molecules or ions with the total composition C22H88N44O22 (ωB97M-V/def2-TZVPD).

Bonds (Å) are listed after each position.
Positions of all 176 atoms, in Å:
1 C 13.60 13.63 19.04  O2 1.224, N3 1.279, N4 1.278
2 O 13.66 12.78 19.92  C1 1.224
3 N 14.40 13.58 18.04  C1 1.279, H5 1.010, H6 1.010
4 N 12.57 14.37 18.86  C1 1.278, H7 1.010, H8 1.010
5 H 14.27 14.36 17.41  N3 1.010
6 H 15.14 12.90 18.08  N3 1.010
7 H 12.70 15.08 18.15  N4 1.010
8 H 11.86 14.44 19.57  N4 1.010
9 C 15.38 16.83 20.45  O10 1.254, N11 1.277, N12 1.315
10 O 14.64 17.50 19.70  C9 1.254
11 N 16.09 15.82 20.14  C9 1.277, H13 1.010, H14 1.010
12 N 15.41 17.14 21.73  C9 1.315, H15 1.010, H16 1.010
13 H 16.65 15.29 20.80  N11 1.010
14 H 16.08 15.50 19.18  N11 1.010
15 H 15.81 16.41 22.29  N12 1.010
16 H 15.21 18.12 21.90  N12 1.010
17 C 14.28 19.10 13.38  O18 1.214, N19 1.268, N20 1.277
18 O 13.67 19.46 14.36  C17 1.214
19 N 14.95 19.90 12.65  C17 1.268, H21 1.010, H22 1.010
20 N 14.44 17.84 13.22  C17 1.277, H23 1.010, H24 1.010
21 H 15.72 19.66 12.05  N19 1.010
22 H 14.73 20.78 13.10  N19 1.010
23 H 13.93 17.62 14.06  N20 1.010
24 H 14.52 17.42 12.31  N20 1.010
25 C 18.38 14.63 17.29  O26 1.221, N27 1.263, N28 1.317
26 O 19.05 14.55 18.31  C25 1.221
27 N 18.52 15.56 16.44  C25 1.263, H29 1.010, H30 1.010
28 N 17.53 13.74 16.83  C25 1.317, H31 1.010, H32 1.010
29 H 19.02 16.40 16.69  N27 1.010
30 H 17.99 15.69 15.59  N27 1.010
31 H 17.42 12.96 17.45  N28 1.010
32 H 17.00 13.97 15.99  N28 1.010
33 C 11.13 10.35 16.34  O34 1.207, N35 1.309, N36 1.305
34 O 11.90 9.91 15.53  C33 1.207
35 N 10.33 9.56 17.01  C33 1.309, H37 1.010, H38 1.010
36 N 10.99 11.61 16.68  C33 1.305, H39 1.010, H40 1.010
37 H 10.45 8.58 16.80  N35 1.010
38 H 9.84 9.86 17.84  N35 1.010
39 H 10.08 11.98 16.92  N36 1.010
40 H 11.74 12.21 16.37  N36 1.010
41 C 15.00 16.84 9.70  O42 1.243, N43 1.318, N44 1.298
42 O 13.99 17.21 10.32  C41 1.243
43 N 15.57 15.66 9.83  C41 1.318, H45 1.010, H46 1.010
44 N 15.61 17.59 8.83  C41 1.298, H47 1.010, H48 1.010
45 H 15.10 14.89 10.28  N43 1.010
46 H 16.57 15.66 9.66  N43 1.010
47 H 16.18 17.03 8.21  N44 1.010
48 H 15.05 18.36 8.51  N44 1.010
49 C 19.95 9.73 13.37  O50 1.236, N51 1.245, N52 1.319
50 O 20.98 10.30 12.98  C49 1.236
51 N 18.96 10.25 13.93  C49 1.245, H53 1.010, H54 1.010
52 N 19.90 8.41 13.40  C49 1.319, H55 1.010, H56 1.010
53 H 18.88 11.25 13.96  N51 1.010
54 H 18.34 9.68 14.48  N51 1.010
55 H 20.48 7.90 12.75  N52 1.010
56 H 19.16 7.89 13.83  N52 1.010
57 C 18.31 8.62 9.74  O58 1.208, N59 1.318, N60 1.289
58 O 18.42 9.79 9.45  C57 1.208
59 N 19.11 7.67 9.32  C57 1.318, H61 1.010, H62 1.010
60 N 17.41 8.18 10.56  C57 1.289, H63 1.010, H64 1.010
61 H 19.87 8.09 8.80  N59 1.010
62 H 19.18 6.93 10.00  N59 1.010
63 H 16.73 8.76 11.03  N60 1.010
64 H 17.39 7.18 10.68  N60 1.010
65 C 13.55 16.43 16.48  O66 1.227, N67 1.305, N68 1.260
66 O 14.70 16.06 16.24  C65 1.227
67 N 12.61 16.28 15.59  C65 1.305, H69 1.010, H70 1.010
68 N 12.98 17.06 17.41  C65 1.260, H71 1.010, H72 1.010
69 H 12.89 16.06 14.64  N67 1.010
70 H 11.70 16.72 15.66  N67 1.010
71 H 13.49 17.41 18.20  N68 1.010
72 H 11.99 17.19 17.58  N68 1.010
73 C 13.59 9.37 19.38  O74 1.199, N75 1.313, N76 1.290
74 O 13.26 8.24 19.13  C73 1.199
75 N 13.03 9.96 20.40  C73 1.313, H77 1.010, H78 1.010
76 N 14.29 10.15 18.63  C73 1.290, H79 1.010, H80 1.010
77 H 12.34 9.37 20.86  N75 1.010
78 H 13.07 10.97 20.49  N75 1.010
79 H 14.79 9.92 17.78  N76 1.010
80 H 14.28 11.07 19.04  N76 1.010
81 C 16.33 14.04 13.84  O82 1.229, N83 1.310, N84 1.342
82 O 16.87 15.06 14.25  C81 1.229
83 N 16.89 13.16 13.05  C81 1.310, H85 1.010, H86 1.010
84 N 15.05 13.69 14.07  C81 1.342, H87 1.010, H88 1.010
85 H 17.74 13.54 12.65  N83 1.010
86 H 16.33 12.44 12.61  N83 1.010
87 H 14.61 14.27 14.77  N84 1.010
88 H 14.78 12.75 13.82  N84 1.010
89 C 14.83 10.55 11.66  O90 1.250, N91 1.264, N92 1.328
90 O 14.92 11.73 12.07  C89 1.250
91 N 14.66 10.29 10.44  C89 1.264, H93 1.010, H94 1.010
92 N 15.00 9.41 12.33  C89 1.328, H95 1.010, H96 1.010
93 H 14.80 10.92 9.66  N91 1.010
94 H 14.94 9.37 10.13  N91 1.010
95 H 14.76 8.58 11.81  N92 1.010
96 H 14.97 9.42 13.34  N92 1.010
97 C 18.53 13.42 10.10  O98 1.230, N99 1.295, N100 1.324
98 O 18.41 14.47 10.74  C97 1.230
99 N 19.42 13.12 9.21  C97 1.295, H101 1.010, H102 1.010
100 N 17.53 12.56 10.04  C97 1.324, H103 1.010, H104 1.010
101 H 20.04 13.84 8.87  N99 1.010
102 H 19.34 12.18 8.83  N99 1.010
103 H 16.80 12.66 10.73  N100 1.010
104 H 17.50 11.66 9.59  N100 1.010
105 C 22.95 12.63 15.05  O106 1.168, N107 1.308, N108 1.324
106 O 22.75 13.31 15.98  C105 1.168
107 N 23.80 12.75 14.07  C105 1.308, H109 1.010, H110 1.010
108 N 22.23 11.54 14.85  C105 1.324, H111 1.010, H112 1.010
109 H 24.35 13.56 13.81  N107 1.010
110 H 24.17 11.88 13.71  N107 1.010
111 H 21.80 11.21 14.00  N108 1.010
112 H 21.92 11.10 15.71  N108 1.010
113 C 11.53 13.58 13.18  O114 1.224, N115 1.277, N116 1.355
114 O 11.81 14.77 13.13  C113 1.224
115 N 12.10 12.53 12.73  C113 1.277, H117 1.010, H118 1.010
116 N 10.33 13.21 13.69  C113 1.355, H119 1.010, H120 1.010
117 H 11.82 11.62 13.07  N115 1.010
118 H 12.96 12.77 12.26  N115 1.010
119 H 9.86 14.00 14.10  N116 1.010
120 H 9.91 12.30 13.59  N116 1.010
121 C 22.69 12.71 9.96  O122 1.241, N123 1.271, N124 1.345
122 O 23.62 13.19 10.63  C121 1.241
123 N 21.80 11.96 10.47  C121 1.271, H125 1.010, H126 1.010
124 N 22.52 12.87 8.64  C121 1.345, H127 1.010, H128 1.010
125 H 21.93 11.86 11.46  N123 1.010
126 H 20.99 11.57 10.00  N123 1.010
127 H 21.78 12.41 8.14  N124 1.010
128 H 23.15 13.54 8.21  N124 1.010
129 C 20.85 15.99 13.55  O130 1.188, N131 1.299, N132 1.303
130 O 20.85 17.10 13.13  C129 1.188
131 N 21.03 15.63 14.78  C129 1.299, H133 1.010, H134 1.010
132 N 20.72 14.95 12.77  C129 1.303, H135 1.010, H136 1.010
133 H 20.93 16.45 15.37  N131 1.010
134 H 21.05 14.65 15.04  N131 1.010
135 H 20.78 13.98 13.05  N132 1.010
136 H 20.60 15.27 11.82  N132 1.010
137 C 15.80 9.93 15.59  O138 1.171, N139 1.331, N140 1.332
138 O 16.87 9.47 15.50  C137 1.171
139 N 15.53 11.23 15.44  C137 1.331, H141 1.010, H142 1.010
140 N 14.71 9.21 15.80  C137 1.332, H143 1.010, H144 1.010
141 H 16.33 11.77 15.15  N139 1.010
142 H 14.64 11.65 15.67  N139 1.010
143 H 13.83 9.71 15.79  N140 1.010
144 H 14.72 8.20 15.82  N140 1.010
145 C 18.79 17.23 8.90  O146 1.232, N147 1.275, N148 1.283
146 O 18.28 16.27 8.31  C145 1.232
147 N 19.71 17.97 8.42  C145 1.275, H149 1.010, H150 1.010
148 N 18.76 17.34 10.18  C145 1.283, H151 1.010, H152 1.010
149 H 20.12 18.66 9.04  N147 1.010
150 H 19.90 17.94 7.43  N147 1.010
151 H 18.50 16.43 10.53  N148 1.010
152 H 19.49 17.95 10.52  N148 1.010
153 C 9.43 16.27 17.48  O154 1.243, N155 1.295, N156 1.246
154 O 10.12 16.14 18.51  C153 1.243
155 N 9.66 15.60 16.40  C153 1.295, H157 1.010, H158 1.010
156 N 8.46 17.04 17.30  C153 1.246, H159 1.010, H160 1.010
157 H 10.40 14.93 16.55  N155 1.010
158 H 8.97 15.58 15.66  N155 1.010
159 H 8.12 17.12 16.35  N156 1.010
160 H 8.12 17.79 17.87  N156 1.010
161 C 17.98 18.60 14.62  O162 1.242, N163 1.287, N164 1.288
162 O 18.61 19.67 14.57  C161 1.242
163 N 17.87 17.79 13.63  C161 1.287, H165 1.010, H166 1.010
164 N 17.27 18.28 15.65  C161 1.288, H167 1.010, H168 1.010
165 H 18.52 17.84 12.86  N163 1.010
166 H 17.19 17.05 13.73  N163 1.010
167 H 16.79 17.40 15.64  N164 1.010
168 H 17.23 18.98 16.37  N164 1.010
169 C 10.88 17.95 12.43  O170 1.217, N171 1.307, N172 1.281
170 O 10.50 19.10 12.33  C169 1.217
171 N 10.60 17.34 13.55  C169 1.307, H173 1.010, H174 1.010
172 N 11.48 17.19 11.60  C169 1.281, H175 1.010, H176 1.010
173 H 10.77 16.34 13.54  N171 1.010
174 H 9.98 17.93 14.08  N171 1.010
175 H 11.94 17.64 10.82  N172 1.010
176 H 11.79 16.27 11.88  N172 1.010

Kohn-Sham gap   0.2551 hartree
Total charge   0
HOMO level   -8.0 eV

Löwdin atomic charge list, values in e, 8 entries:
1. C -0.790
2. O -0.007
3. N 0.203
4. N 0.217
5. H 0.072
6. H 0.103
7. H 0.065
8. H 0.129

x | Entry from the Open Molecules 2025 dataset: 22 unconnected molecules or ions with the total composition C22H88N44O22 (ωB97M-V/def2-TZVPD).

Bonds (Å) are listed after each position.
Positions of all 176 atoms, in Å:
1 C 5.39 -2.16 4.20  O2 1.237, N3 1.425, N4 1.366
2 O 4.82 -2.71 5.15  C1 1.237
3 N 5.05 -0.84 3.79  C1 1.425, H5 0.994, H6 1.003
4 N 6.47 -2.57 3.46  C1 1.366, H7 1.025, H8 1.026
5 H 4.35 -0.26 4.18  N3 0.994
6 H 5.41 -0.54 2.90  N3 1.003
7 H 6.79 -3.49 3.78  N4 1.025
8 H 7.14 -1.83 3.23  N4 1.026
9 C 2.80 3.05 -6.06  O10 1.256, N11 1.288, N12 1.326
10 O 1.71 3.50 -6.48  C9 1.256
11 N 2.88 2.06 -5.24  C9 1.288, H13 0.976, H14 1.020
12 N 3.93 3.56 -6.55  C9 1.326, H15 1.031, H16 1.005
13 H 2.10 1.75 -4.74  N11 0.976
14 H 3.73 1.79 -4.75  N11 1.020
15 H 4.78 3.57 -5.97  N12 1.031
16 H 3.86 4.46 -7.00  N12 1.005
17 C -4.87 -1.48 3.41  O18 1.258, N19 1.322, N20 1.369
18 O -5.13 -1.93 2.26  C17 1.258
19 N -4.62 -0.22 3.70  C17 1.322, H21 1.014, H22 1.021
20 N -4.90 -2.28 4.52  C17 1.369, H23 1.019, H24 1.011
21 H -4.37 0.31 2.87  N19 1.014
22 H -5.00 0.10 4.59  N19 1.021
23 H -4.23 -2.05 5.26  N20 1.019
24 H -5.21 -3.24 4.50  N20 1.011
25 C -1.51 4.24 -5.73  O26 1.270, N27 1.374, N28 1.390
26 O -2.69 4.47 -5.32  C25 1.270
27 N -0.72 5.03 -6.52  C25 1.374, H29 1.009, H30 1.002
28 N -0.85 3.07 -5.35  C25 1.390, H31 1.068, H32 0.981
29 H 0.22 4.68 -6.65  N27 1.009
30 H -1.12 5.81 -7.00  N27 1.002
31 H 0.09 2.88 -5.82  N28 1.068
32 H -1.29 2.36 -4.83  N28 0.981
33 C -7.45 -0.87 -0.75  O34 1.214, N35 1.392, N36 1.424
34 O -8.26 -0.38 -1.50  C33 1.214
35 N -7.13 -2.23 -0.75  C33 1.392, H37 0.996, H38 0.996
36 N -6.71 0.01 0.10  C33 1.424, H39 0.986, H40 1.021
37 H -6.19 -2.42 -0.46  N35 0.996
38 H -7.42 -2.87 -1.45  N35 0.996
39 H -7.04 0.94 0.14  N36 0.986
40 H -6.20 -0.36 0.90  N36 1.021
41 C -4.96 -2.96 -3.16  O42 1.234, N43 1.387, N44 1.341
42 O -5.12 -4.03 -2.57  C41 1.234
43 N -6.06 -2.34 -3.75  C41 1.387, H45 1.025, H46 1.096
44 N -3.74 -2.41 -3.22  C41 1.341, H47 1.006, H48 1.001
45 H -6.85 -2.97 -3.93  N43 1.025
46 H -5.97 -1.38 -4.27  N43 1.096
47 H -3.53 -1.45 -3.43  N44 1.006
48 H -3.00 -2.92 -2.78  N44 1.001
49 C 1.31 3.28 -0.73  O50 1.256, N51 1.335, N52 1.360
50 O 1.56 4.35 -1.34  C49 1.256
51 N 1.63 2.05 -1.16  C49 1.335, H53 1.007, H54 1.034
52 N 0.67 3.42 0.46  C49 1.360, H55 1.014, H56 1.010
53 H 0.99 1.27 -1.15  N51 1.007
54 H 2.15 2.14 -2.05  N51 1.034
55 H 0.69 2.58 1.03  N52 1.014
56 H 0.13 4.26 0.58  N52 1.010
57 C -3.62 2.44 0.78  O58 1.232, N59 1.400, N60 1.329
58 O -3.72 1.57 1.64  C57 1.232
59 N -4.61 2.68 -0.18  C57 1.400, H61 1.004, H62 1.023
60 N -2.64 3.35 0.80  C57 1.329, H63 1.004, H64 0.985
61 H -4.94 1.84 -0.62  N59 1.004
62 H -4.31 3.25 -0.97  N59 1.023
63 H -1.83 3.13 1.35  N60 1.004
64 H -2.49 4.12 0.21  N60 0.985
65 C 3.24 -2.56 0.75  O66 1.292, N67 1.364, N68 1.348
66 O 2.50 -1.83 -0.02  C65 1.292
67 N 4.60 -2.55 0.68  C65 1.364, H69 1.045, H70 1.032
68 N 2.71 -3.37 1.69  C65 1.348, H71 1.014, H72 1.001
69 H 5.05 -1.68 0.30  N67 1.045
70 H 5.14 -3.05 1.41  N67 1.032
71 H 3.41 -3.71 2.34  N68 1.014
72 H 1.78 -3.25 2.05  N68 1.001
73 C -1.83 5.89 -2.12  O74 1.246, N75 1.343, N76 1.351
74 O -1.87 5.05 -1.19  C73 1.246
75 N -2.91 6.18 -2.86  C73 1.343, H77 1.007, H78 0.992
76 N -0.62 6.31 -2.56  C73 1.351, H79 1.010, H80 0.978
77 H -2.86 6.58 -3.78  N75 1.007
78 H -3.74 5.69 -2.63  N75 0.992
79 H 0.17 5.91 -2.09  N76 1.010
80 H -0.53 6.91 -3.33  N76 0.978
81 C -3.50 -4.56 -0.10  O82 1.245, N83 1.347, N84 1.371
82 O -2.36 -4.10 -0.28  C81 1.245
83 N -4.40 -3.88 0.64  C81 1.347, H85 1.034, H86 1.015
84 N -3.78 -5.82 -0.58  C81 1.371, H87 0.983, H88 1.053
85 H -5.38 -4.15 0.84  N83 1.034
86 H -4.07 -2.99 0.99  N83 1.015
87 H -3.31 -5.83 -1.44  N84 0.983
88 H -4.80 -5.82 -0.82  N84 1.053
89 C 0.92 -4.85 -2.35  O90 1.207, N91 1.397, N92 1.404
90 O 1.15 -3.79 -2.89  C89 1.207
91 N 1.34 -5.12 -1.05  C89 1.397, H93 1.009, H94 1.026
92 N 0.42 -5.93 -3.10  C89 1.404, H95 1.039, H96 1.004
93 H 1.59 -4.35 -0.45  N91 1.009
94 H 0.88 -5.94 -0.63  N91 1.026
95 H 0.41 -5.80 -4.13  N92 1.039
96 H 0.84 -6.80 -2.84  N92 1.004
97 C -3.99 1.77 -3.18  O98 1.232, N99 1.348, N100 1.354
98 O -4.29 0.60 -2.90  C97 1.232
99 N -4.81 2.67 -3.75  C97 1.348, H101 1.023, H102 1.021
100 N -2.73 2.19 -2.93  C97 1.354, H103 1.010, H104 1.043
101 H -5.68 2.33 -4.19  N99 1.023
102 H -4.34 3.46 -4.19  N99 1.021
103 H -2.45 3.15 -3.08  N100 1.010
104 H -2.11 1.66 -2.29  N100 1.043
105 C 2.03 0.25 6.78  O106 1.211, N107 1.370, N108 1.363
106 O 1.09 -0.02 7.49  C105 1.211
107 N 3.07 -0.60 6.51  C105 1.370, H109 0.995, H110 1.021
108 N 2.11 1.44 6.11  C105 1.363, H111 1.039, H112 0.964
109 H 3.66 -0.58 5.71  N107 0.995
110 H 3.04 -1.50 6.99  N107 1.021
111 H 1.27 1.96 5.79  N108 1.039
112 H 2.91 1.76 5.67  N108 0.964
113 C 3.47 -0.59 -2.96  O114 1.236, N115 1.360, N116 1.407
114 O 3.90 0.49 -3.40  C113 1.236
115 N 4.33 -1.54 -2.51  C113 1.360, H117 1.017, H118 1.008
116 N 2.09 -0.87 -2.97  C113 1.407, H119 1.012, H120 0.984
117 H 3.93 -2.34 -2.04  N115 1.017
118 H 5.32 -1.35 -2.49  N115 1.008
119 H 1.86 -1.84 -2.75  N116 1.012
120 H 1.50 -0.21 -3.39  N116 0.984
121 C -1.22 -0.82 -1.07  O122 1.236, N123 1.366, N124 1.452
122 O -0.69 0.10 -1.70  C121 1.236
123 N -0.58 -1.97 -0.69  C121 1.366, H125 1.013, H126 1.017
124 N -2.59 -0.68 -0.62  C121 1.452, H127 1.033, H128 1.003
125 H 0.38 -2.04 -1.00  N123 1.013
126 H -1.07 -2.83 -0.47  N123 1.017
127 H -3.07 -0.20 -1.39  N124 1.033
128 H -2.95 -1.52 -0.22  N124 1.003
129 C 7.31 0.22 0.48  O130 1.237, N131 1.382, N132 1.384
130 O 7.18 -0.56 1.43  C129 1.237
131 N 8.37 0.05 -0.39  C129 1.382, H133 1.005, H134 1.009
132 N 6.32 1.07 0.03  C129 1.384, H135 0.999, H136 1.011
133 H 9.20 -0.44 -0.08  N131 1.005
134 H 8.67 0.81 -0.99  N131 1.009
135 H 5.58 1.20 0.68  N132 0.999
136 H 6.40 1.85 -0.61  N132 1.011
137 C -1.13 1.64 3.72  O138 1.253, N139 1.357, N140 1.361
138 O 0.08 1.95 3.83  C137 1.253
139 N -1.42 0.47 3.11  C137 1.357, H141 0.965, H142 1.038
140 N -2.20 2.35 4.15  C137 1.361, H143 0.995, H144 1.012
141 H -0.64 -0.03 2.86  N139 0.965
142 H -2.28 0.37 2.53  N139 1.038
143 H -3.15 2.29 3.86  N140 0.995
144 H -1.85 3.22 4.56  N140 1.012
145 C -2.21 -5.87 2.97  O146 1.257, N147 1.392, N148 1.365
146 O -2.34 -5.24 4.05  C145 1.257
147 N -3.13 -6.85 2.60  C145 1.392, H149 1.030, H150 1.005
148 N -1.17 -5.62 2.12  C145 1.365, H151 1.039, H152 1.000
149 H -3.87 -6.92 3.32  N147 1.030
150 H -3.13 -7.14 1.64  N147 1.005
151 H -0.57 -4.79 2.27  N148 1.039
152 H -1.29 -6.16 1.29  N148 1.000
153 C 5.56 5.45 -0.71  O154 1.214, N155 1.392, N156 1.332
154 O 5.90 6.55 -1.10  C153 1.214
155 N 6.50 4.56 -0.19  C153 1.392, H157 1.011, H158 1.041
156 N 4.32 4.98 -0.77  C153 1.332, H159 0.997, H160 1.018
157 H 7.32 5.10 0.07  N155 1.011
158 H 6.01 4.14 0.63  N155 1.041
159 H 4.06 4.05 -0.53  N156 0.997
160 H 3.54 5.56 -1.08  N156 1.018
161 C 3.23 1.87 1.85  O162 1.252, N163 1.339, N164 1.366
162 O 4.06 2.21 0.98  C161 1.252
163 N 2.49 0.76 1.71  C161 1.339, H165 1.005, H166 0.997
164 N 3.14 2.47 3.07  C161 1.366, H167 1.029, H168 0.999
165 H 2.43 0.33 0.80  N163 1.005
166 H 1.70 0.51 2.26  N163 0.997
167 H 2.20 2.26 3.44  N164 1.029
168 H 3.38 3.43 3.15  N164 0.999
169 C 0.16 -2.60 4.03  O170 1.222, N171 1.357, N172 1.394
170 O 0.30 -3.11 2.93  C169 1.222
171 N -0.61 -3.13 5.02  C169 1.357, H173 1.014, H174 0.967
172 N 0.87 -1.44 4.35  C169 1.394, H175 1.016, H176 1.020
173 H -1.17 -3.94 4.76  N171 1.014
174 H -0.68 -2.69 5.87  N171 0.967
175 H 0.82 -1.10 5.30  N172 1.016
176 H 1.80 -1.40 3.92  N172 1.020

Kohn-Sham gap   0.3506 hartree
Total charge   0
HOMO level   -9.2 eV

Löwdin atomic charge list, values in e, 8 entries:
1. C -0.628
2. O 0.010
3. N 0.155
4. N 0.133
5. H 0.046
6. H 0.049
7. H 0.121
8. H 0.091

Preferred: x; penalty for the next structure: 13.053 eV.